A molecular structure, C25H44F6N4O3P2SSbSr at a distorted geometry. Source: OMol25; level of theory: the ωB97M-V functional and the def2-TZVPD basis.

Geometry as XYZ:
```
87
Properties=species:S:1:pos:R:3:forces:R:3
Sr 0.630073 0.272054 1.363250 0.030 1.227 1.235
C -2.203504 3.116358 -0.390104 0.037 -0.166 0.062
P -0.558777 2.704562 -1.072124 -0.142 0.312 -0.674
C 0.578106 4.010890 -0.484416 -0.007 -0.063 0.003
C -0.798875 3.191250 -2.829370 -0.057 0.208 0.012
C -1.356240 4.404555 -3.229768 0.107 0.069 0.046
C -1.513635 4.678651 -4.581652 0.013 0.000 0.054
C -1.119874 3.751700 -5.542460 -0.010 -0.009 -0.044
C -0.559863 2.543291 -5.160233 -0.010 -0.053 -0.017
C -0.395764 2.277370 -3.801525 -0.225 0.031 0.273
P 0.331605 0.805390 -3.089920 0.420 0.036 -0.145
C 0.130803 -0.533229 -4.292990 -0.075 -0.103 0.178
C 2.121637 1.112139 -2.997773 -0.033 -0.133 0.090
H -2.377386 4.188280 -0.477665 -0.029 0.015 -0.015
H -2.271127 2.847677 0.659366 -0.014 0.000 0.020
H -2.959793 2.575520 -0.960993 0.024 0.027 0.002
H 0.105176 4.988380 -0.600889 0.031 -0.026 0.048
H 1.486063 3.986075 -1.089329 -0.032 -0.019 -0.002
H 0.842307 3.872467 0.562233 -0.024 0.014 0.014
H -1.666697 5.141407 -2.494798 0.007 -0.070 -0.084
H -1.949008 5.620807 -4.891455 0.003 -0.051 0.018
H -1.256551 3.971587 -6.594864 0.023 -0.002 0.078
H -0.258140 1.824925 -5.915382 -0.023 0.055 0.074
H 0.716065 -0.277977 -5.179982 -0.020 -0.035 -0.028
H -0.920396 -0.644576 -4.556407 0.037 0.012 -0.013
H 0.499275 -1.474053 -3.884085 0.030 0.018 0.034
H 2.413186 1.702183 -3.865308 0.022 0.021 -0.084
H 2.650729 0.158676 -2.993136 -0.045 0.060 0.035
H 2.372315 1.654717 -2.087697 -0.029 -0.001 -0.030
N 3.142625 0.648503 1.534262 0.642 -0.055 0.199
C 3.759183 0.728311 2.881709 -0.339 -0.112 -0.138
C 2.942828 -0.121859 3.839246 -0.207 0.238 -0.223
N 1.535773 0.353392 3.808513 0.472 -0.337 0.357
H 3.286524 -0.296115 1.177490 0.147 0.101 -0.098
H 3.620811 1.267621 0.889259 0.072 -0.011 0.001
H 3.738659 1.767533 3.207826 0.012 0.073 -0.019
H 4.791534 0.388487 2.885708 0.169 0.013 -0.003
H 3.377163 -0.055532 4.833578 0.068 -0.061 0.143
H 2.969961 -1.166057 3.520085 -0.027 -0.030 0.032
H 1.530247 1.312851 4.139612 -0.120 0.105 -0.009
H 0.996974 -0.153922 4.502233 -0.007 0.002 0.066
C -4.092006 -1.224658 1.567969 0.192 -0.004 0.029
C -2.765904 -0.467854 1.329403 0.035 -0.070 0.419
N -1.738020 -0.917686 2.302221 -0.384 -0.255 0.129
C -2.119890 -0.438603 3.654097 -0.001 -0.230 -0.220
C -3.607847 -0.729098 3.925294 0.156 -0.068 -0.072
N -4.023877 -1.809786 2.955744 0.171 0.096 -0.018
C -3.014323 -2.931080 2.990785 0.125 0.116 -0.163
C -1.723463 -2.403536 2.323153 -0.212 0.340 0.078
H -4.230264 -2.047991 0.870337 0.005 -0.073 0.041
H -4.958388 -0.572839 1.512306 -0.076 0.047 0.069
H -2.904828 0.607200 1.460873 0.019 -0.039 0.025
H -2.414772 -0.663027 0.320851 0.068 -0.029 -0.088
H -1.946590 0.623933 3.741652 0.015 0.103 -0.029
H -1.485766 -0.941465 4.385647 -0.016 -0.018 -0.040
H -4.231377 0.141583 3.738537 -0.076 0.012 -0.059
H -3.788299 -1.076769 4.939297 -0.028 -0.086 -0.001
H -4.937198 -2.170839 3.217546 -0.076 -0.010 0.020
H -3.429118 -3.789493 2.466385 -0.067 0.042 -0.022
H -2.865740 -3.200688 4.032407 -0.049 0.028 0.099
H -1.637352 -2.754294 1.300157 0.018 0.006 -0.100
H -0.848275 -2.757582 2.863206 0.011 0.038 0.034
C 3.477638 -5.993383 -3.715151 -0.056 0.070 0.051
C 2.839270 -4.958734 -2.825280 0.077 -0.018 -0.062
C 3.548645 -3.815235 -2.444003 0.027 -0.144 -0.081
C 2.970571 -2.850366 -1.640992 -0.161 0.012 0.132
C 1.658848 -3.032196 -1.206567 -0.097 -0.136 -0.239
C 0.932502 -4.165938 -1.563667 0.058 0.167 0.112
C 1.533116 -5.122432 -2.364373 -0.019 -0.042 -0.009
S 0.872974 -1.775191 -0.285464 0.623 -0.734 -1.273
O 1.117751 -1.943430 1.158348 0.253 -1.754 -0.136
O 1.511308 -0.485955 -0.673759 0.156 -0.848 -0.908
O -0.548723 -1.756646 -0.587657 -0.046 -0.156 -0.024
H 4.182086 -5.533586 -4.409007 -0.026 -0.027 0.043
H 2.727914 -6.536072 -4.292218 0.047 0.029 0.053
H 4.029875 -6.721460 -3.116350 -0.020 0.023 -0.013
H 4.566616 -3.684054 -2.795606 -0.070 0.012 0.029
H 3.516603 -1.957856 -1.358613 -0.016 -0.053 -0.044
H -0.093935 -4.278617 -1.230322 0.107 -0.004 -0.066
H 0.971767 -6.006173 -2.648527 0.050 0.064 -0.005
F -0.488510 1.947097 2.024369 -1.484 2.456 0.968
Sb -0.784916 3.413826 3.422114 -0.188 -0.608 -0.354
F -0.510971 2.058933 4.697144 0.082 -0.218 0.165
F 1.071101 3.555507 3.205992 0.256 0.203 0.177
F -1.138272 4.628507 4.764017 0.084 0.244 0.041
F -1.061204 4.624400 2.033655 0.004 0.150 -0.215
F -2.542775 2.769342 3.214008 -0.359 0.063 0.079
```
Forces are in eV/Å.

Kohn-Sham gap (spin up / spin down) (eV): 9.0 / 6.6
LUMO (spin up / spin down) (Eh): -0.1630 / -0.2659
Multiplicity: 2
Energy above the lowest of the compared OMol25 structures with the same formula, charge and spin (eV): 1.202
Total energy (eV): -91826.83120
Net charge: +2

For reference, the Mulliken charges in units of e are:
1 Sr 1.222
2 C -1.147
3 P 0.723
4 C -1.273
5 C 0.051
6 C -0.729
7 C -0.877
8 C -0.646
9 C -0.894
10 C 0.602
11 P 1.276
12 C -1.270
13 C -1.194
14 H 0.448
15 H 0.105
16 H 0.462
17 H 0.411
18 H 0.441
19 H 0.318
20 H 0.345
21 H 0.430
22 H 0.437
23 H 0.373
24 H 0.459
25 H 0.406
26 H 0.333
27 H 0.530
28 H 0.392
29 H 0.182
30 N -0.143
31 C -0.885
32 C -0.607
33 N -0.401
34 H 0.162
35 H 0.106
36 H 0.402
37 H 0.387
38 H 0.484
39 H 0.363
40 H 0.123
41 H 0.117
42 C -1.073
43 C -0.073
44 N 1.078
45 C -0.054
46 C -0.958
47 N 0.091
48 C -0.858
49 C -0.638
50 H 0.338
51 H 0.410
52 H 0.023
53 H 0.325
54 H -0.423
55 H 0.548
56 H 0.375
57 H 0.385
58 H 0.329
59 H 0.383
60 H 0.305
61 H 0.270
62 H 0.488
63 C -1.492
64 C 0.933
65 C -0.953
66 C -0.401
67 C -0.308
68 C -0.426
69 C -0.919
70 S 2.439
71 O -0.715
72 O -0.415
73 O -0.798
74 H 0.392
75 H 0.385
76 H 0.305
77 H 0.408
78 H 0.411
79 H 0.395
80 H 0.389
81 F -0.201
82 Sb 2.051
83 F -0.603
84 F -0.572
85 F -0.497
86 F -0.516
87 F -0.582